Molecular formula: C2H5OP
Method: DFT, wB97M-V/def2-TZVPD

Output
Orbital gap = 10.18 eV
SMILES = C=COP
Energy relative to the best compared isomer or geometry (same formula, charge and spin) = 109.9 kJ/mol

Positions of all 9 atoms, in Å:
C  1.462  -0.224  1.069
C  0.615  -0.379  0.072
O  -0.382  0.490  -0.259
P  -1.650  0.218  -1.362
H  2.343  -0.967  1.118
H  1.308  0.592  1.829
H  0.870  -1.280  -0.562
H  -2.093  -0.977  -0.758
H  -0.963  -0.500  -2.375


Molecular formula: C6H13N2O4S3SbV
Method: DFT, wB97M-V/def2-TZVPD

Output
Orbital gap (alpha / beta) = 7.72 / 6.13 eV
Energy relative to the best compared isomer or geometry (same formula, charge and spin) = 36.3 kJ/mol
Spin multiplicity = 4

Positions of all 30 atoms, in Å:
V  -1.357  -0.512  -0.309
C  2.148  -2.559  0.977
C  1.384  -2.013  -0.203
C  2.223  -1.916  -1.468
O  0.882  -0.677  0.131
C  0.137  -2.840  -0.514
O  0.081  -4.020  -0.324
O  -0.838  -2.104  -1.078
H  3.081  -2.008  1.111
H  2.375  -3.611  0.813
H  1.550  -2.477  1.884
H  3.094  -1.277  -1.293
H  1.637  -1.517  -2.296
H  2.594  -2.902  -1.748
H  1.511  -0.022  -0.187
S  -5.310  0.034  2.206
Sb  -3.993  -1.637  1.076
S  -3.612  -0.341  -0.886
S  -1.765  -1.080  1.865
C  -0.166  3.835  -1.405
N  -0.244  3.525  0.015
C  -0.710  2.343  0.450
N  -0.925  2.144  1.753
O  -0.954  1.435  -0.391
H  0.416  4.745  -1.523
H  -1.155  3.977  -1.839
H  0.337  3.032  -1.936
H  -0.213  4.284  0.672
H  -0.845  2.892  2.419
H  -1.365  1.265  2.029


Molecular formula: C12H15BCl2N6O2Re
Method: DFT, wB97M-V/def2-TZVPD

Output
Orbital gap (alpha / beta) = 4.48 / 2.45 eV
Charge = +4
Energy relative to the best compared isomer or geometry (same formula, charge and spin) = 0.0 kJ/mol
Spin multiplicity = 4

Positions of all 39 atoms, in Å:
C  -0.196  2.624  -1.196
N  0.021  1.430  -0.578
N  0.404  0.495  -1.531
C  0.467  1.138  -2.715
C  0.095  2.457  -2.560
B  0.912  -0.969  -1.249
N  1.846  -0.842  0.013
N  1.672  0.079  1.062
C  2.842  0.123  1.772
C  3.771  -0.733  1.159
C  3.129  -1.276  0.062
Re  0.377  1.614  1.552
N  -0.139  -2.201  -1.379
N  -0.914  -2.807  -0.395
C  -1.681  -3.732  -0.985
C  -1.341  -3.832  -2.363
C  -0.346  -2.870  -2.552
H  -2.421  -4.295  -0.445
H  0.230  -2.611  -3.433
H  -1.780  -4.464  -3.105
H  1.690  -1.201  -2.188
H  3.496  -1.899  -0.747
H  0.867  0.615  -3.575
H  4.791  -0.868  1.465
H  0.073  3.232  -3.298
H  2.922  0.810  2.596
H  -0.576  3.469  -0.637
H  -0.341  -0.216  3.250
C  0.217  0.732  3.305
H  1.180  0.495  3.778
H  0.989  2.961  2.028
H  -0.361  1.413  3.957
Cl  -4.090  2.847  2.530
C  -3.763  1.664  1.259
Cl  -4.105  2.247  -0.375
C  -2.270  1.262  1.324
O  -1.901  0.092  1.167
O  -1.444  2.271  1.573
H  -4.322  0.746  1.452


Molecular formula: C4H13N2O
Method: DFT, wB97M-V/def2-TZVPD

Output
Orbital gap = 10.92 eV
Charge = +1
SMILES = NCC[C@H]([NH3+])CO
Energy relative to the best compared isomer or geometry (same formula, charge and spin) = 124.6 kJ/mol

Positions of all 20 atoms, in Å:
N  -1.748  0.244  -1.400
C  -2.014  0.219  0.042
C  -0.717  0.335  0.919
C  0.543  0.176  0.099
N  0.532  -1.097  -0.668
C  1.806  0.174  0.944
O  2.865  -0.241  0.077
H  -2.515  -0.164  -1.917
H  -1.584  1.168  -1.758
H  -2.519  -0.705  0.274
H  -2.593  1.087  0.335
H  -0.787  -0.414  1.715
H  -0.682  1.297  1.424
H  0.674  0.984  -0.597
H  -0.081  -0.972  -1.486
H  0.195  -1.851  -0.068
H  1.500  -1.328  -0.926
H  1.665  -0.574  1.726
H  1.984  1.177  1.316
H  3.476  0.485  -0.052


Molecular formula: C5H8N2
Method: DFT, wB97M-V/def2-TZVPD

Output
Orbital gap = 9.33 eV
SMILES = Cc1cn(C)cn1
Energy relative to the best compared isomer or geometry (same formula, charge and spin) = 5.7 kJ/mol

Positions of all 15 atoms, in Å:
C  2.612  0.137  -0.230
C  1.166  -0.009  0.123
C  0.071  0.376  -0.604
N  -1.030  -0.049  0.107
C  -2.421  0.109  -0.258
C  -0.548  -0.655  1.223
N  0.762  -0.652  1.271
H  3.174  0.626  0.572
H  3.063  -0.848  -0.396
H  2.733  0.726  -1.145
H  -0.025  0.903  -1.543
H  -2.496  0.268  -1.335
H  -2.970  -0.803  -0.008
H  -2.884  0.957  0.256
H  -1.209  -1.085  1.967


Molecular formula: H12O6
Method: DFT, wB97M-V/def2-TZVPD

Output
Orbital gap = 10.03 eV
SMILES = O.O.O.O.O.O
Energy relative to the best compared isomer or geometry (same formula, charge and spin) = 277.3 kJ/mol

Positions of all 18 atoms, in Å:
O  0.108  -0.244  -0.025
H  0.869  -0.442  -0.578
H  -0.404  -0.933  -0.264
O  0.549  2.150  -0.441
H  0.469  1.727  -1.348
H  0.839  1.460  0.150
O  -2.257  0.160  -2.066
H  -1.673  -0.567  -1.953
H  -1.597  0.831  -2.261
O  2.657  -0.237  -0.740
H  3.194  -0.305  -1.503
H  3.033  0.592  -0.301
O  -0.967  -3.221  2.888
H  -0.264  -2.798  2.550
H  -1.042  -3.915  2.235
O  -0.969  1.697  1.441
H  -0.582  2.328  0.812
H  -1.963  1.719  1.404


Molecular formula: C6H12S
Method: DFT, wB97M-V/def2-TZVPD

Output
Orbital gap = 8.84 eV
SMILES = C=CCCCSC
Energy relative to the best compared isomer or geometry (same formula, charge and spin) = 179.5 kJ/mol

Positions of all 19 atoms, in Å:
C  1.569  2.089  0.366
C  1.398  0.835  0.744
C  1.647  -0.416  -0.127
C  0.429  -1.275  -0.149
C  -0.723  -0.746  -1.042
S  -1.343  0.906  -0.613
C  -2.158  0.790  1.040
H  1.447  2.867  1.098
H  1.941  2.396  -0.578
H  1.272  0.367  1.690
H  2.098  -0.259  -1.137
H  2.544  -0.958  0.364
H  0.603  -2.326  -0.344
H  0.127  -1.434  0.943
H  -0.152  -0.373  -1.879
H  -1.539  -1.352  -1.182
H  -2.889  1.619  1.168
H  -2.710  -0.232  1.156
H  -1.343  0.809  1.697


Molecular formula: C4H14N2O
Method: DFT, wB97M-V/def2-TZVPD

Output
Orbital gap = 9.83 eV
SMILES = CCCNCN.O
Energy relative to the best compared isomer or geometry (same formula, charge and spin) = 254.1 kJ/mol

Positions of all 21 atoms, in Å:
C  -1.510  -1.943  -0.030
C  -0.606  -1.646  -1.325
C  -0.198  -0.102  -1.327
N  0.283  0.523  -0.084
C  1.378  -0.230  0.552
N  2.119  0.662  1.359
H  -1.942  -2.904  -0.207
H  -2.420  -1.222  -0.124
H  -1.139  -2.017  0.962
H  0.328  -2.237  -1.438
H  -1.299  -1.557  -2.177
H  -1.197  0.432  -1.712
H  0.627  0.065  -2.002
H  -0.510  0.474  0.569
H  1.215  -0.980  1.345
H  1.801  -0.840  -0.265
H  2.688  0.196  2.110
H  2.457  1.476  0.965
O  -0.585  4.310  1.099
H  -0.304  3.415  1.439
H  -1.188  4.125  0.291